[1]
20
Properties=species:S:1:pos:R:3 method="wB97M-V/def2-TZVPD" e_above_lowest_kcal_mol=35.2 charge=0 e_homo_ha=-0.2920 multiplicity=1
C 1.00 3.28 0.42
C 1.28 2.32 -0.45
N 0.55 1.16 -0.64
C 1.07 0.07 -1.42
H 0.09 3.22 1.01
H 1.65 4.13 0.51
H 2.23 2.40 -0.98
H -0.14 1.04 0.08
H 0.29 -0.32 -2.09
H 1.38 -0.80 -0.83
H 1.88 0.43 -2.04
O -3.00 -1.03 -0.06
H -3.13 -0.14 0.29
H -3.14 -0.89 -1.01
O -0.19 -3.61 -0.07
H -0.63 -3.96 -0.86
H -0.74 -3.95 0.66
O 0.23 -0.73 2.07
H -0.60 -0.29 1.86
H 0.89 -0.27 1.55


[2]
56
Properties=species:S:1:pos:R:3 method="wB97M-V/def2-TZVPD" charge=+1 e_homo_ha=-0.4804 multiplicity=1
N 0.75 0.42 -0.11
H 0.97 1.39 0.20
H 1.21 -0.30 0.43
H 1.01 0.40 -1.10
H -0.27 0.36 0.04
C 1.13 -1.59 2.97
O 1.22 -0.17 2.89
H 2.13 -2.03 3.04
H 0.53 -1.88 3.83
H 0.69 -1.95 2.04
H 1.20 0.21 3.77
C 4.16 -1.20 0.96
O 3.36 -0.61 -0.07
H 4.32 -0.46 1.76
H 3.70 -2.12 1.30
H 5.12 -1.47 0.51
H 3.92 0.00 -0.56
C -4.00 0.26 1.89
C -2.86 1.26 1.64
C -2.07 1.40 2.91
O -1.97 0.69 0.64
H -4.61 0.03 1.01
H -4.67 0.62 2.67
H -3.51 -0.68 2.16
H -3.30 2.19 1.29
H -1.33 0.61 3.08
H -2.66 1.37 3.83
H -1.48 2.32 2.93
H -2.58 0.17 0.10
C 0.06 3.10 -2.22
C 0.84 2.36 -3.25
C 2.30 2.80 -3.39
O 0.86 0.95 -2.87
H -0.88 2.62 -1.94
H -0.23 4.08 -2.61
H 0.62 3.28 -1.30
H 0.33 2.42 -4.22
H 2.84 2.64 -2.46
H 2.39 3.87 -3.59
H 2.69 2.27 -4.26
H 0.82 0.41 -3.66
C -0.86 -3.47 -0.12
C -1.21 -2.83 -1.45
C -2.40 -3.47 -2.17
O -1.49 -1.43 -1.30
H -0.97 -4.55 -0.16
H -1.53 -3.15 0.69
H 0.19 -3.31 0.14
H -0.33 -2.89 -2.12
H -2.51 -3.10 -3.19
H -3.31 -3.28 -1.60
H -2.34 -4.56 -2.23
H -2.30 -1.23 -1.77
O 1.94 2.28 1.35
H 1.98 1.86 2.22
H 2.40 3.12 1.45


[3]
21
Properties=species:S:1:pos:R:3 method="wB97M-V/def2-TZVPD" e_above_lowest_kcal_mol=9.7 charge=0 e_homo_ha=-0.3445 multiplicity=1
H 0.34 -0.75 -1.76
N -0.42 -0.98 -1.08
C -0.12 -1.26 0.14
C -1.14 -1.89 1.05
C 1.25 -1.16 0.63
C 2.26 -1.40 -0.18
O 2.26 -1.69 -1.48
F 3.59 -1.30 0.30
H -1.88 -1.22 1.57
H -0.62 -2.59 1.80
H -1.74 -2.50 0.49
H 1.55 -0.94 1.75
H 2.98 -1.03 -1.93
C -0.38 2.36 -0.79
N 0.98 1.79 -0.60
C 1.32 1.44 0.55
F 2.59 1.26 0.75
H -0.31 3.36 -0.76
H -0.65 1.97 -1.75
H -1.07 2.08 -0.04
H 0.76 1.24 1.43


[4]
11
Properties=species:S:1:pos:R:3 method="wB97M-V/def2-TZVPD" e_above_lowest_kcal_mol=22.0 charge=-1 e_homo_ha=-0.1578 multiplicity=1
C -2.70 0.18 -0.04
C -0.87 -0.28 -0.24
C 0.16 0.50 0.60
O -2.87 1.36 -0.38
O -3.42 -0.73 0.30
O 1.31 -0.21 0.74
F -0.75 -1.62 0.38
F -0.34 0.51 1.89
H -0.62 -0.42 -1.26
H 0.47 1.45 0.38
H 0.92 -1.04 0.94


[5]
104
Properties=species:S:1:pos:R:3 method="wB97M-V/def2-TZVPD" e_above_lowest_kcal_mol=36.5 charge=+2 e_homo_ha="-0.4472 / -0.4480" multiplicity=1
Nb -12.95 -17.86 2.84
C -19.66 -21.14 5.65
C -18.53 -21.52 6.62
C -18.83 -22.89 7.28
C -17.69 -23.31 8.20
C -16.39 -23.28 7.39
C -15.23 -24.01 7.78
C -14.13 -24.12 6.95
F -13.19 -25.08 7.25
C -14.01 -23.35 5.82
C -15.10 -22.52 5.48
C -14.84 -21.68 4.31
O -13.99 -21.86 3.44
C -15.79 -20.54 4.25
C -16.93 -20.49 5.01
N -17.28 -21.52 5.90
C -16.31 -22.51 6.19
C -15.44 -19.34 3.49
O -16.19 -18.44 3.07
O -14.15 -19.24 3.09
H -20.49 -20.71 6.22
H -20.04 -21.98 5.07
H -19.38 -20.43 4.88
H -18.49 -20.74 7.38
H -19.10 -23.61 6.45
H -19.75 -22.71 7.78
H -17.87 -24.34 8.57
H -17.64 -22.62 9.06
H -15.27 -24.49 8.74
H -13.07 -23.35 5.21
H -17.49 -19.53 5.09
C -8.57 -16.01 3.72
N -9.53 -15.66 2.66
C -10.34 -14.46 2.74
P -9.88 -16.76 1.41
O -11.08 -17.67 1.75
N -10.20 -15.84 0.07
C -9.28 -14.83 -0.39
C -11.07 -16.42 -0.99
N -8.61 -17.82 1.23
C -8.55 -19.12 1.91
C -7.36 -17.49 0.51
H -9.04 -16.05 4.71
H -7.77 -15.28 3.74
H -8.11 -16.99 3.55
H -11.11 -14.53 3.50
H -10.83 -14.34 1.80
H -9.69 -13.57 2.90
H -8.49 -14.55 0.30
H -9.73 -13.86 -0.58
H -8.79 -15.18 -1.35
H -12.07 -16.59 -0.58
H -10.74 -17.40 -1.32
H -11.11 -15.66 -1.80
H -9.49 -19.35 2.45
H -7.79 -19.09 2.69
H -8.38 -19.97 1.19
H -7.19 -16.41 0.31
H -7.27 -18.05 -0.41
H -6.53 -17.77 1.17
C -10.02 -18.53 6.22
Sb -11.68 -19.05 5.01
C -12.94 -19.63 6.64
C -11.00 -21.13 4.54
H -10.13 -18.81 7.28
H -9.89 -17.44 6.23
H -9.08 -18.95 5.84
H -13.10 -20.73 6.71
H -13.89 -19.10 6.62
H -12.37 -19.36 7.53
H -11.19 -21.64 5.48
H -9.93 -20.98 4.26
H -11.64 -21.54 3.74
C -13.86 -19.42 -0.06
O -13.66 -17.96 0.24
H -14.91 -19.63 0.06
H -13.24 -19.94 0.68
H -13.54 -19.62 -1.12
H -14.55 -17.56 0.20
C -13.59 -16.09 3.17
C -14.42 -15.34 2.59
C -15.24 -14.33 2.07
C -16.44 -13.96 2.82
C -16.85 -12.63 3.04
C -18.08 -12.37 3.61
C -18.91 -13.40 4.10
C -18.34 -14.69 4.18
C -17.19 -14.97 3.43
C -14.81 -13.51 0.94
C -13.46 -13.58 0.50
C -13.04 -12.93 -0.62
C -13.84 -11.95 -1.22
C -15.16 -11.85 -0.83
C -15.65 -12.63 0.25
H -16.24 -11.83 2.70
H -18.37 -11.35 3.67
H -19.90 -13.17 4.46
H -18.67 -15.43 4.88
H -16.82 -16.00 3.42
H -12.80 -14.20 1.06
H -12.03 -13.17 -1.07
H -13.46 -11.22 -1.92
H -15.82 -11.13 -1.30
H -16.71 -12.63 0.52


[6]
106
Properties=species:S:1:pos:R:3 method="wB97M-V/def2-TZVPD" e_above_lowest_kcal_mol=29.3 charge=0 s2=8.860 e_homo_ha="-0.2039 / -0.2562" multiplicity=6
Cr -1.01 -0.90 0.04
C -1.30 -3.80 -1.81
O -0.56 -2.87 -1.03
C 0.65 -3.33 -0.53
C 1.46 -4.28 -1.14
C 2.67 -4.64 -0.56
C 3.05 -4.09 0.66
C 2.24 -3.18 1.30
C 1.04 -2.77 0.70
N 0.18 -1.86 1.25
N 0.41 -1.52 2.48
C -0.47 -0.81 3.19
C -1.86 -0.69 2.81
O -2.31 -1.24 1.73
C -2.72 0.06 3.65
C -2.27 0.66 4.78
C -0.92 0.55 5.20
C -0.46 1.16 6.37
C 0.85 1.05 6.76
C 1.75 0.33 5.97
C 1.32 -0.29 4.82
C -0.02 -0.20 4.40
H -0.88 -3.88 -2.81
H -2.31 -3.41 -1.87
H -1.32 -4.78 -1.33
H 1.17 -4.74 -2.08
H 3.31 -5.35 -1.05
H 3.98 -4.38 1.12
H 2.51 -2.73 2.24
H -3.75 0.16 3.33
H -2.95 1.25 5.38
H -1.17 1.72 6.97
H 1.19 1.53 7.66
H 2.78 0.25 6.28
H 2.01 -0.86 4.21
N -3.68 -2.39 -0.43
C -4.26 -1.68 -1.47
C -5.33 -2.21 -2.17
C -5.93 -1.52 -3.22
C -5.50 -0.27 -3.55
C -4.39 0.30 -2.89
C -3.94 1.60 -3.21
C -2.86 2.10 -2.53
C -2.20 1.28 -1.61
N -2.57 0.06 -1.29
C -3.71 -0.42 -1.87
H -4.21 -3.21 -0.17
H -3.41 -1.84 0.37
H -5.70 -3.18 -1.88
H -6.77 -1.97 -3.74
H -5.99 0.31 -4.32
H -4.45 2.17 -3.97
H -2.48 3.10 -2.70
H -1.33 1.68 -1.12
C 1.14 -2.81 -4.51
Ge 0.71 -1.00 -3.68
C -1.20 -0.74 -4.32
C 1.87 0.12 -4.90
Ge 1.14 0.03 -0.99
C 1.23 1.98 -1.54
C 1.89 2.93 -0.76
C 1.85 4.27 -1.07
C 1.16 4.70 -2.19
C 0.51 3.77 -2.99
C 0.55 2.43 -2.66
C 3.02 -0.65 -0.79
C 3.80 -0.41 0.34
C 5.09 -0.90 0.43
C 5.63 -1.63 -0.62
C 4.86 -1.87 -1.75
C 3.57 -1.39 -1.82
H 0.80 -2.74 -5.54
H 0.65 -3.67 -4.07
H 2.21 -2.99 -4.52
H -1.25 -1.12 -5.34
H -1.48 0.30 -4.34
H -1.92 -1.28 -3.71
H 1.45 0.04 -5.90
H 2.88 -0.28 -4.92
H 1.92 1.16 -4.62
H 2.44 2.60 0.11
H 2.34 4.99 -0.44
H 1.11 5.75 -2.44
H -0.02 4.10 -3.88
H 0.02 1.72 -3.28
H 3.38 0.16 1.16
H 5.69 -0.71 1.31
H 6.63 -2.01 -0.56
H 5.28 -2.42 -2.58
H 2.98 -1.58 -2.70
O 1.22 0.73 1.04
C 0.11 1.24 1.39
O -0.98 0.86 0.87
C 0.09 2.31 2.37
C 1.24 2.65 3.10
C 1.19 3.65 4.03
C -0.01 4.34 4.24
C -1.16 4.02 3.51
C -1.11 3.00 2.60
N -0.07 5.38 5.21
O 0.93 5.62 5.86
O -1.13 5.98 5.33
H 2.15 2.10 2.91
H 2.06 3.93 4.61
H -2.06 4.58 3.70
H -1.98 2.72 2.02


Copy entry 6 word for word.
106
Properties=species:S:1:pos:R:3 method="wB97M-V/def2-TZVPD" e_above_lowest_kcal_mol=29.3 charge=0 s2=8.860 e_homo_ha="-0.2039 / -0.2562" multiplicity=6
Cr -1.01 -0.90 0.04
C -1.30 -3.80 -1.81
O -0.56 -2.87 -1.03
C 0.65 -3.33 -0.53
C 1.46 -4.28 -1.14
C 2.67 -4.64 -0.56
C 3.05 -4.09 0.66
C 2.24 -3.18 1.30
C 1.04 -2.77 0.70
N 0.18 -1.86 1.25
N 0.41 -1.52 2.48
C -0.47 -0.81 3.19
C -1.86 -0.69 2.81
O -2.31 -1.24 1.73
C -2.72 0.06 3.65
C -2.27 0.66 4.78
C -0.92 0.55 5.20
C -0.46 1.16 6.37
C 0.85 1.05 6.76
C 1.75 0.33 5.97
C 1.32 -0.29 4.82
C -0.02 -0.20 4.40
H -0.88 -3.88 -2.81
H -2.31 -3.41 -1.87
H -1.32 -4.78 -1.33
H 1.17 -4.74 -2.08
H 3.31 -5.35 -1.05
H 3.98 -4.38 1.12
H 2.51 -2.73 2.24
H -3.75 0.16 3.33
H -2.95 1.25 5.38
H -1.17 1.72 6.97
H 1.19 1.53 7.66
H 2.78 0.25 6.28
H 2.01 -0.86 4.21
N -3.68 -2.39 -0.43
C -4.26 -1.68 -1.47
C -5.33 -2.21 -2.17
C -5.93 -1.52 -3.22
C -5.50 -0.27 -3.55
C -4.39 0.30 -2.89
C -3.94 1.60 -3.21
C -2.86 2.10 -2.53
C -2.20 1.28 -1.61
N -2.57 0.06 -1.29
C -3.71 -0.42 -1.87
H -4.21 -3.21 -0.17
H -3.41 -1.84 0.37
H -5.70 -3.18 -1.88
H -6.77 -1.97 -3.74
H -5.99 0.31 -4.32
H -4.45 2.17 -3.97
H -2.48 3.10 -2.70
H -1.33 1.68 -1.12
C 1.14 -2.81 -4.51
Ge 0.71 -1.00 -3.68
C -1.20 -0.74 -4.32
C 1.87 0.12 -4.90
Ge 1.14 0.03 -0.99
C 1.23 1.98 -1.54
C 1.89 2.93 -0.76
C 1.85 4.27 -1.07
C 1.16 4.70 -2.19
C 0.51 3.77 -2.99
C 0.55 2.43 -2.66
C 3.02 -0.65 -0.79
C 3.80 -0.41 0.34
C 5.09 -0.90 0.43
C 5.63 -1.63 -0.62
C 4.86 -1.87 -1.75
C 3.57 -1.39 -1.82
H 0.80 -2.74 -5.54
H 0.65 -3.67 -4.07
H 2.21 -2.99 -4.52
H -1.25 -1.12 -5.34
H -1.48 0.30 -4.34
H -1.92 -1.28 -3.71
H 1.45 0.04 -5.90
H 2.88 -0.28 -4.92
H 1.92 1.16 -4.62
H 2.44 2.60 0.11
H 2.34 4.99 -0.44
H 1.11 5.75 -2.44
H -0.02 4.10 -3.88
H 0.02 1.72 -3.28
H 3.38 0.16 1.16
H 5.69 -0.71 1.31
H 6.63 -2.01 -0.56
H 5.28 -2.42 -2.58
H 2.98 -1.58 -2.70
O 1.22 0.73 1.04
C 0.11 1.24 1.39
O -0.98 0.86 0.87
C 0.09 2.31 2.37
C 1.24 2.65 3.10
C 1.19 3.65 4.03
C -0.01 4.34 4.24
C -1.16 4.02 3.51
C -1.11 3.00 2.60
N -0.07 5.38 5.21
O 0.93 5.62 5.86
O -1.13 5.98 5.33
H 2.15 2.10 2.91
H 2.06 3.93 4.61
H -2.06 4.58 3.70
H -1.98 2.72 2.02